Entry 1:
Below is one molecule with the formula C6H9N, with properties calculated with ωB97M-V/def2-TZVPD.

The total energy comes out at -288.718660 hartree. The frontier orbital gap comes out at 8.884 eV. The value obtained for the max |F| is 2.38 eV/Å. As for the structure (SMILES): Cc1c[nH]c(C)c1.

Positions of all 16 atoms, in Å:
1 N 0.7772 1.4897 0.1320
2 C 2.4956 -0.4803 -0.0264
3 C -2.4951 -0.5161 -0.1294
4 C -1.1494 0.1628 -0.0200
5 C 0.0176 -0.6099 0.0543
6 C 1.1317 0.1767 0.0773
7 C -0.8379 1.5023 -0.0092
8 H -2.6241 -0.8991 -1.1511
9 H -3.3594 0.1158 0.0934
10 H -2.5229 -1.3842 0.5412
11 H 1.6093 2.1000 -0.0215
12 H 2.5251 -1.0952 -0.9359
13 H 2.5943 -1.1811 0.8129
14 H -1.5864 2.1398 0.5174
15 H 3.3820 0.1608 -0.0271
16 H 0.0423 -1.6820 0.0921

---

Entry 2:
Below is C41H44IrN9S5 as an isolated structure, with properties calculated with ωB97M-V/def2-TZVPD.

The total energy comes out at -4175.811923 hartree. The frontier orbital gap (alpha / beta) comes out at 7.479 / 6.431 eV. Its expectation value of S² is 0.7544. The charge is +3. The value obtained for the max |F| is 1.48 eV/Å. The multiplicity is 2.

Positions of all 100 atoms, in Å:
1 Ir -0.5852 2.6688 -0.3293
2 S 1.5025 -0.5388 0.9979
3 S -0.9963 0.9269 -3.3728
4 S -2.5776 3.1945 -1.1730
5 S -0.4296 0.7534 2.4352
6 S -1.3715 -0.5822 -0.9484
7 N -3.1666 4.9807 -3.0247
8 N -0.9343 4.5116 -2.7310
9 N 0.3833 -0.5981 2.1763
10 N -0.7993 0.6916 -1.7489
11 N -0.7214 -4.2333 -1.6268
12 N -1.8285 -3.3390 0.0342
13 N -0.7220 1.6513 1.3032
14 N 0.0647 3.8818 -1.9606
15 N -0.8310 -1.9117 -1.6439
16 C 2.8832 0.4202 1.5596
17 C -1.9952 -4.7817 0.2592
18 C 2.0492 0.9538 -5.9272
19 C -1.1406 -3.0933 -1.0879
20 C 1.0708 3.4794 4.9757
21 C -2.9012 -2.0387 -5.3612
22 C 3.7480 -3.7631 0.2640
23 C -4.1152 -0.7596 2.8449
24 C 4.9354 2.0478 2.3921
25 C 2.1352 -4.4248 1.9288
26 C 2.8822 -0.0536 -5.4630
27 C -1.8973 -1.1772 -4.9386
28 C -4.4536 -1.0205 -3.8224
29 C -2.2105 4.3245 -2.3865
30 C -2.1699 0.2992 4.5360
31 C 3.2119 -4.7301 1.1093
32 C -2.1965 -0.2490 -3.9534
33 C 1.7051 1.3045 5.8026
34 C 4.2459 2.3583 1.2292
35 C -1.9306 0.1647 3.1773
36 C -3.4677 -0.1474 -3.3952
37 C 1.6924 2.6897 5.9307
38 C 3.2124 -2.4865 0.2451
39 C 3.2053 1.5412 0.8077
40 C 1.5842 -3.1471 1.9219
41 C 4.6004 0.9199 3.1373
42 C 1.0891 0.7021 4.7196
43 C 0.8622 1.2265 -5.2615
44 C -3.3952 -0.1159 5.0480
45 C -4.3629 -0.6388 4.2093
46 C 1.3489 -0.5448 -3.6676
47 C -0.2005 4.3417 0.7125
48 C -4.1695 -1.9639 -4.8039
49 C 0.4423 2.8873 3.8886
50 C 0.5223 0.4651 -4.1465
51 C -2.9012 -0.3536 2.3228
52 C -1.0438 -5.3926 -0.7917
53 C 2.5330 -0.7981 -4.3406
54 C 0.4595 1.5076 3.7720
55 C 3.5737 0.0927 2.7209
56 C 2.1475 -2.1937 1.0910
57 H 3.6345 -1.7219 -0.3978
58 H -0.0601 3.4797 3.1430
59 H 1.0591 -1.1181 -2.7986
60 H 0.5769 4.5982 -1.4461
61 H -2.9796 5.6868 -3.7201
62 H -2.6898 -2.7596 -6.1394
63 H -4.1299 4.8355 -2.7646
64 H 3.1875 -1.5872 -3.9943
65 H 0.1997 2.0067 -5.6195
66 H 0.7145 3.3966 -2.5761
67 H 0.8788 4.3844 0.9098
68 H -2.3887 -2.6501 0.5095
69 H 4.5319 3.2235 0.6460
70 H 3.8108 -0.2608 -5.9779
71 H 1.0841 -0.3736 4.6087
72 H -0.5212 5.2414 0.1750
73 H -3.5893 -0.0165 6.1072
74 H 4.5950 -4.0010 -0.3655
75 H -5.4489 -0.9525 -3.4045
76 H 5.7514 2.6795 2.7170
77 H -0.1390 -5.7980 -0.3420
78 H -4.9467 -2.6341 -5.1458
79 H -5.3221 -0.9355 4.6117
80 H -1.4290 0.7248 5.1967
81 H 3.3158 -0.7977 3.2810
82 H -3.0297 -5.0773 0.0900
83 H 0.7500 -2.8867 2.5580
84 H -0.9100 -1.2319 -5.3761
85 H 1.7229 -5.1794 2.5868
86 H 3.6454 -5.7212 1.1340
87 H 1.0584 4.5554 5.0847
88 H 2.6624 1.7523 -0.1078
89 H -2.7153 -0.3976 1.2610
90 H 5.1513 0.6830 4.0375
91 H -1.7148 -5.0458 1.2762
92 H -0.6579 5.2401 -3.3750
93 H -3.6854 0.6047 -2.6453
94 H 2.3210 1.5278 -6.8025
95 H 2.1837 0.6946 6.5573
96 H -1.5240 -6.1726 -1.3772
97 H -4.8811 -1.1535 2.1891
98 H 2.1609 3.1534 6.7886
99 H -0.0768 -4.2526 -2.3989
100 H -0.7320 4.3472 1.6598

---

Entry 3:
Below is a 2-piece molecular cluster, C3H9NO3S overall, with properties calculated with ωB97M-V/def2-TZVPD.

The total energy comes out at -798.372685 hartree. The frontier orbital gap comes out at 9.578 eV. The value obtained for the max |F| is 2.05 eV/Å. As for the structure (SMILES): O=C(O)NCCS.O.

Positions of all 17 atoms, in Å:
1 S 0.5583 -2.9302 -1.9738
2 O -3.9033 2.0275 -0.2749
3 O 0.3198 2.1251 1.4731
4 O 2.1607 1.8425 0.0725
5 N 0.7611 0.1489 0.6412
6 C 1.1824 1.4767 0.6488
7 C 1.3639 -0.7406 -0.3481
8 C 0.7066 -2.0991 -0.3529
9 H -4.2765 2.3265 0.5667
10 H -0.1465 -0.0167 1.0226
11 H 2.4349 -0.7707 -0.1435
12 H 1.3448 -2.7394 0.2660
13 H 0.1690 3.0637 1.5291
14 H -3.0032 1.7711 -0.0150
15 H 1.3600 -0.3113 -1.3619
16 H -0.7820 -3.0454 -1.9238
17 H -0.2500 -2.1285 0.1739

---

Entry 4:
Below is one molecule with the formula C2H2O2S2, with properties calculated with ωB97M-V/def2-TZVPD.

The total energy comes out at -1024.214963 hartree. The frontier orbital gap comes out at 9.252 eV. The value obtained for the max |F| is 6.56 eV/Å. As for the structure (SMILES): O=C(S)C(=O)S.

Positions of all 8 atoms, in Å:
1 S 1.1068 -1.9238 -0.4680
2 S -1.4426 1.6307 0.2453
3 O 0.5320 0.7502 -1.4264
4 O 0.1182 -0.1213 1.7913
5 C -0.2763 0.2898 0.7360
6 C 0.4151 -0.2580 -0.6049
7 H 1.3543 -2.2773 -1.6429
8 H -2.0179 1.7454 1.5020

---

Entry 5:
Below is a 7-piece molecular cluster, C49H70ClF19I2N5O15 overall, with properties calculated with ωB97M-V/def2-TZVPD.

The total energy comes out at -6264.018721 hartree. The frontier orbital gap comes out at 7.365 eV. The charge is +1. The value obtained for the max |F| is 5.10 eV/Å.

Positions of all 161 atoms, in Å:
1 I 3.5091 -0.3649 3.9853
2 I 2.9808 1.8307 -1.6064
3 Cl 2.9063 -3.1610 -0.0019
4 F -14.3838 -1.7188 3.0784
5 F 7.5775 -1.6562 1.2845
6 F -5.1133 -5.0707 2.0213
7 F -7.2021 2.8814 -0.1936
8 F 6.1002 -2.4479 -8.1883
9 F -13.5104 -3.4859 3.9480
10 F -4.3723 -3.6394 3.4623
11 F -5.4963 -5.3666 4.1199
12 F 7.0514 -9.7665 -2.9757
13 F 7.1061 -8.4321 -4.6701
14 F 8.1304 -2.1697 -8.8675
15 F 0.2844 1.7081 6.6071
16 F -12.2631 -1.7805 3.4957
17 F -9.0079 3.6287 0.7221
18 F -8.2730 4.5288 -1.0965
19 F 7.4818 -1.2679 -7.0167
20 F 1.7201 0.1105 6.3946
21 F 1.7035 1.7544 4.9782
22 F 5.2145 -9.2052 -3.9637
23 O -5.8166 5.1191 0.3822
24 O -12.7261 -4.2074 1.3861
25 O 6.0345 -0.7932 -3.6731
26 O -1.8052 0.2080 2.6688
27 O 2.1876 2.1216 8.4670
28 O -13.1370 -2.0896 0.7181
29 O 3.5469 2.7690 6.7840
30 O -7.1647 -3.2553 4.2603
31 O 6.5826 -0.5499 -10.3627
32 O -7.2598 -3.3123 2.0049
33 O -7.4578 5.6361 1.8451
34 O 1.2568 6.9913 -2.2015
35 O 5.9063 -6.4358 -3.3168
36 O 6.3958 -7.5659 -1.4231
37 O 6.3798 0.7689 -8.5405
38 N 1.0425 0.2115 0.7305
39 N 1.1324 6.5197 0.0829
40 N 2.9239 0.2192 2.1560
41 N 4.2579 -0.7027 -0.2701
42 N -2.0362 -1.9447 1.7034
43 C -8.3536 -2.4486 4.2863
44 C 6.5387 -0.6509 1.0805
45 C 5.9123 -0.3713 -2.2908
46 C 2.1316 -0.6826 1.3130
47 C 2.5564 2.2052 7.1732
48 C -4.9486 6.0622 1.0292
49 C 4.0168 3.8918 1.1693
50 C 0.8973 6.1544 -1.3190
51 C -9.5911 -3.3125 4.1446
52 C 5.1345 1.1921 -5.0328
53 C 0.2778 4.7780 -1.8364
54 C -1.2894 -0.9441 2.4900
55 C 1.5674 1.4495 6.2899
56 C 3.0632 2.7564 9.4139
57 C 1.2511 -1.7896 2.1295
58 C -2.6437 -1.3020 -0.7821
59 C -12.8610 -2.4689 -0.6393
60 C 3.0918 2.6438 1.5965
61 C 6.1363 0.5348 -11.1926
62 C -13.0284 -3.0707 1.6393
63 C 3.2302 5.0109 0.2865
64 C 7.0044 -4.5702 -2.2201
65 C -7.0594 5.0081 0.8998
66 C 6.6565 -0.2913 -9.0415
67 C 6.2591 -7.5384 -2.6180
68 C 2.7920 4.2466 9.4791
69 C -6.7233 -3.6179 3.0373
70 C -13.2990 -2.5189 3.0366
71 C 5.2118 -1.4358 0.6384
72 C -5.3631 -0.0468 0.1804
73 C -2.9881 -1.3224 0.7523
74 C 3.7760 1.2018 1.4466
75 C 0.1622 -1.1409 3.1122
76 C -14.0713 -3.1321 -1.2670
77 C 4.1980 0.7940 -0.0644
78 C 6.3981 0.3436 -4.5275
79 C -7.8848 4.0127 0.0886
80 C 7.2776 1.4880 -11.4882
81 C -4.3290 5.4545 2.2725
82 C 2.8731 -1.2990 0.0162
83 C 6.4115 -8.7346 -3.5539
84 C -5.4331 -4.4252 3.1572
85 C -5.0156 -0.0546 -1.3295
86 C 5.6872 -5.2492 -2.5437
87 C -3.6769 -0.6833 -1.7937
88 C 7.0942 -1.5395 -8.2800
89 C 1.7772 5.3761 0.8515
90 C -4.3643 -0.6934 1.1637
91 C 4.5989 -1.1123 -1.6906
92 H 4.7756 1.2647 2.0315
93 H -8.3130 -1.6722 3.5174
94 H 1.0534 4.2082 -2.4779
95 H 4.1095 2.5463 9.1769
96 H 5.8013 0.7780 -2.3155
97 H -11.9769 -3.1100 -0.6913
98 H 4.4841 4.4113 2.0839
99 H -4.6392 -0.6830 2.2776
100 H -5.7586 0.4017 -2.0580
101 H -9.6143 -3.8126 3.1730
102 H 2.8999 2.7786 2.7325
103 H -9.6017 -4.0967 4.9060
104 H -8.3688 -1.9427 5.2539
105 H 5.1159 -5.4748 -1.6385
106 H 5.2878 1.0503 -10.7349
107 H 6.9414 0.0952 0.3192
108 H 2.0337 2.6713 1.1312
109 H 5.2164 1.3136 -0.2289
110 H 3.8563 5.9857 0.3276
111 H 0.6306 -2.4133 1.3739
112 H 6.9127 -0.0986 -5.4592
113 H -3.8214 4.5172 2.0300
114 H 2.2424 -1.0434 -0.9185
115 H 5.0727 -4.5839 -3.1550
116 H 8.1243 0.9505 -11.9225
117 H 7.6390 1.9661 -10.5745
118 H 6.4257 -0.1436 2.1129
119 H 0.5228 -0.1407 3.5593
120 H -1.6567 -1.7256 -1.1948
121 H -5.4820 6.9892 1.2557
122 H 4.8725 3.5240 0.4789
123 H 1.7591 5.6863 1.9572
124 H -2.6277 -2.5548 2.3133
125 H -12.6248 -1.5502 -1.1802
126 H 3.1918 4.7377 -0.8337
127 H 6.8712 -0.6800 -1.7287
128 H 0.7403 0.9063 1.4223
129 H 0.2703 -0.3537 0.3565
130 H 4.7802 1.9919 -4.2786
131 H 1.7371 4.4361 9.6931
132 H 3.7673 -0.9334 -2.4505
133 H -14.3154 -4.0685 -0.7596
134 H 5.6058 -2.4339 0.2052
135 H -0.1047 4.0800 -1.0180
136 H 7.5706 -4.3750 -3.1342
137 H -5.0918 5.2195 3.0187
138 H 4.2684 0.5066 -5.3643
139 H 1.9257 -2.5702 2.6537
140 H 4.8411 -2.2379 -1.7959
141 H -14.9494 -2.4866 -1.1837
142 H 4.7073 -1.7658 1.6271
143 H -0.6066 5.0325 -2.5264
144 H 6.8346 -3.6242 -1.6991
145 H 6.9587 2.2681 -12.1825
146 H 3.4011 4.7160 10.2542
147 H -6.3480 0.4282 0.5428
148 H 5.7789 0.0910 -12.1240
149 H 2.8561 2.3034 10.3856
150 H -13.8890 -3.3488 -2.3216
151 H -4.1633 6.3098 0.3118
152 H 7.6301 -5.2045 -1.5878
153 H 0.0657 -1.8543 4.0169
154 H 1.0119 4.5115 0.7677
155 H -3.4703 -0.6724 -2.9240
156 H 3.0150 4.7303 8.5249
157 H -3.6088 6.1425 2.7204
158 H 5.4364 1.7800 -5.9777
159 H -10.4958 -2.7102 4.2436
160 H 1.8350 7.2726 0.1114
161 H 7.2038 0.9890 -4.0091

---

Entry 6:
Below is C34H26F2IrN6O2 as an isolated structure, with properties calculated with ωB97M-V/def2-TZVPD.

The total energy comes out at -2093.757393 hartree. The frontier orbital gap (alpha / beta) comes out at 7.797 / 5.838 eV. Its expectation value of S² is 0.7544. The charge is +2. The value obtained for the max |F| is 0.44 eV/Å. The multiplicity is 2.

Positions of all 71 atoms, in Å:
1 Ir -0.2168 -0.9217 -0.1763
2 F 1.8490 -0.4198 -5.1050
3 F -2.6679 -1.4901 -4.7887
4 O 0.7314 -2.6847 -0.4021
5 O 1.6970 -0.5571 0.4270
6 N -1.4860 0.6868 0.1331
7 N 0.6396 1.5464 -1.1499
8 N -1.9749 -1.9000 -0.6027
9 N 2.0512 -2.5562 -0.2705
10 N -0.7331 -1.0285 2.0231
11 N 2.5547 -1.4926 0.1425
12 C 2.8676 -3.7051 -0.5948
13 C -1.5037 -1.2220 -4.1890
14 C -0.9022 -1.9978 4.1902
15 C -0.1887 -0.9354 -2.2008
16 C -1.8732 -0.3415 2.2643
17 C 4.3852 -5.9081 -1.1948
18 C 3.0031 -5.9813 -1.2732
19 C -3.6216 -2.4062 -2.2454
20 C 5.0041 -4.7222 -0.8152
21 C -4.3546 -3.0919 -1.3000
22 C 0.7801 -0.6851 -4.3604
23 C -2.5655 -0.4614 3.4537
24 C -3.4581 1.3519 1.2808
25 C -0.2430 -1.8456 2.9726
26 C 1.0234 -2.6013 2.7187
27 C 3.0903 1.5736 -1.0495
28 C -1.4141 -1.2642 -2.7945
29 C -0.5190 1.9970 -1.6316
30 C -3.7419 2.2502 0.2667
31 C -2.0730 -1.3101 4.4335
32 C 0.5794 3.2592 -3.3127
33 C 1.7875 1.9956 -1.6586
34 C 2.2266 -4.8716 -0.9737
35 C -2.3976 -1.8384 -1.8940
36 C 4.2492 -3.6051 -0.5098
37 C -2.8225 2.4364 -0.7482
38 C 0.9237 -0.6926 -2.9819
39 C -0.4274 -0.9222 -4.9910
40 C -1.6724 1.6651 -0.7761
41 C -0.6048 2.8279 -2.7336
42 C -2.3095 0.5837 1.1944
43 C -2.6762 -2.6090 0.3059
44 C 1.7774 2.8766 -2.7441
45 C -3.8620 -3.2247 -0.0071
46 H -4.3867 -3.7933 0.7464
47 H 3.0812 1.7311 0.0280
48 H -5.2983 -3.5436 -1.5758
49 H 1.1497 -4.9111 -1.0377
50 H 4.9845 -6.7764 -1.4319
51 H 3.9064 2.1458 -1.4838
52 H -2.5943 -1.4219 5.3745
53 H -3.9748 -2.3304 -3.2596
54 H -3.4697 0.0987 3.6310
55 H 3.2964 0.5178 -1.2210
56 H -4.1252 1.2660 2.1232
57 H 2.5227 -6.9027 -1.5709
58 H -1.5593 3.1359 -3.1352
59 H 1.8950 -0.4708 -2.5636
60 H 1.3115 -3.1615 3.6045
61 H 1.8340 -1.9188 2.4724
62 H -0.4785 -2.6560 4.9352
63 H -2.9733 3.2182 -1.4770
64 H 6.0822 -4.6674 -0.7571
65 H 4.7214 -2.6801 -0.2120
66 H 2.7176 3.2424 -3.1332
67 H -2.2578 -2.6826 1.2957
68 H 0.8869 -3.3105 1.9021
69 H 0.5622 3.9088 -4.1773
70 H -4.6448 2.8448 0.3022
71 H -0.5200 -0.8970 -6.0675

---

Entry 7:
Below is C24H31N3O4S as an isolated structure, with properties calculated with ωB97M-V/def2-TZVPD.

The total energy comes out at -1795.837425 hartree. The frontier orbital gap comes out at 8.757 eV. The value obtained for the max |F| is 16.93 eV/Å.

Positions of all 63 atoms, in Å:
1 S -2.4989 3.0434 0.2576
2 O 2.8757 1.8947 -2.4287
3 O -2.2141 3.5143 1.4299
4 O -3.1936 3.8753 -0.5363
5 O -1.9721 -1.1867 -1.8464
6 N -1.3261 -2.8293 -0.7440
7 N 1.3935 -2.7912 0.7850
8 N -3.0017 1.7050 0.3168
9 C 3.6237 -3.2172 0.5644
10 C -2.2545 0.6144 0.9955
11 C -4.3713 -0.3897 -0.8142
12 C 4.0808 -2.0744 3.1137
13 C 3.8708 1.7024 -1.5424
14 C 0.2745 2.5878 0.1854
15 C 1.1275 -2.0491 -0.5144
16 C -1.1556 -3.2408 0.7151
17 C -3.4862 1.0507 -0.8794
18 C -2.8618 -0.7755 1.3904
19 C 1.7361 2.1738 -1.5645
20 C 2.5577 -2.6207 1.3368
21 C -0.7910 2.7545 -0.6122
22 C 1.6456 2.3942 -0.0799
23 C 0.0619 -2.8447 -1.3184
24 C 2.7960 -2.1731 2.5761
25 C 4.9907 -3.0936 1.0494
26 C 4.0419 0.2910 -0.7710
27 C -2.1752 -1.7498 -0.8576
28 C -3.2608 -1.4302 0.1650
29 C -0.0051 -2.7687 1.4795
30 C 0.4582 2.1390 -2.3663
31 C 5.0539 -2.5811 2.4812
32 C -0.6960 2.7278 -1.9305
33 H -4.4931 -0.7634 -1.6107
34 H 6.0660 -2.4698 3.1720
35 H -1.9937 1.1237 1.9235
36 H -5.0937 -0.2704 -0.2501
37 H -0.9383 -4.4128 0.4699
38 H 0.1704 -4.0303 -1.5245
39 H -3.9055 -0.2969 1.9222
40 H -1.4623 0.4795 0.3582
41 H 4.7505 1.7540 -2.3054
42 H -0.1118 -1.3966 1.6860
43 H 0.2629 -3.0521 2.4244
44 H 3.9327 2.4256 -0.8106
45 H -2.6614 0.8513 -1.5960
46 H -1.4548 2.9680 -2.6888
47 H 1.7276 -1.9759 3.2188
48 H 0.8753 -0.9777 -0.5990
49 H -4.1962 1.7523 -1.4267
50 H 3.3014 0.1716 -0.2048
51 H 3.6088 -3.6726 -0.2632
52 H 0.0560 2.7441 1.3914
53 H -0.0767 -2.2685 -2.3198
54 H 5.7966 -3.4440 0.6441
55 H 2.2200 2.3444 0.6936
56 H 3.9432 -0.4819 -1.5149
57 H 4.0670 -1.8086 3.9941
58 H -2.3098 -1.1591 2.0079
59 H 0.6885 2.0281 -3.5580
60 H 2.1177 -2.4100 -0.9550
61 H 5.0095 0.1373 -0.4298
62 H -3.9341 -2.2568 0.3843
63 H -1.8830 -3.0508 1.2838

---

Which formula does entry 2 have? C41H44IrN9S5